(1)
Density functional theory data (the ωB97M-V functional and the def2-TZVPD basis) for a single C2H3NO2S molecule at a distorted geometry.

```
9
Properties=species:S:1:pos:R:3:nbo_charge:R:1
C 0.05019 -0.27284 0.13767 0.11
C 1.27961 0.66747 -0.08835 -0.70
N -1.09490 0.23783 0.10424 -0.61
O 3.91807 0.79481 -0.06712 -0.84
O 2.84116 -1.43847 0.18498 -0.86
S 2.75037 -0.01070 0.13193 2.09
H 0.33820 -1.31120 0.28680 0.18
H 1.18380 1.72997 -0.05949 0.27
H -1.87086 -0.40733 0.22732 0.35
```

Net charge = 0
SMILES string = [H]/N=C/C=S(=O)=O
Energy relative to the best compared isomer or geometry (same formula, charge and spin) = 315.4 kJ/mol
Kohn-Sham gap = 0.3422 Eh
Energy = -681.3392 a.u.

(2)
Density functional theory data (the ωB97M-V functional and the def2-TZVPD basis) for a single C2H3NO2S molecule at a distorted geometry.

```
9
Properties=species:S:1:pos:R:3:nbo_charge:R:1
C 0.75182 0.13707 0.41791 0.56
C 0.36462 -1.35547 0.24931 0.35
H -2.07932 0.39108 -1.04907 0.12
H -0.10438 1.99935 0.47552 0.41
H 1.20934 -2.08325 0.45458 0.14
N -0.19767 1.11581 0.01227 -0.79
O 1.77421 0.47461 1.00507 -0.53
O -0.72728 -1.70985 -0.07489 -0.47
S -0.99134 1.03066 -1.49070 0.20
```

Net charge = 0
SMILES string = O=CC(=O)NS
Energy relative to the best compared isomer or geometry (same formula, charge and spin) = 155.9 kJ/mol
Kohn-Sham gap = 0.3371 Eh
Energy = -681.3999 a.u.

(3)
Density functional theory data (the ωB97M-V functional and the def2-TZVPD basis) for a single C2H3NO2S molecule at a distorted geometry.

```
9
Properties=species:S:1:pos:R:3:nbo_charge:R:1
C -0.37041 0.68959 -0.08370 0.35
C 1.79329 -0.26873 0.19534 0.03
H -2.83692 -0.91889 0.09272 0.48
H -0.96632 1.61101 -0.28983 0.20
H 1.27014 -1.10287 0.63400 0.21
N -0.91102 -0.45083 -0.04602 -0.21
O -2.31886 -0.26264 -0.30330 -0.59
O 0.96590 0.86465 0.05263 -0.49
S 3.37420 -0.16129 -0.25186 0.04
```

Net charge = 0
SMILES string = O/N=C/OC=S
Energy relative to the best compared isomer or geometry (same formula, charge and spin) = 346.3 kJ/mol
Kohn-Sham gap = 0.3264 Eh
Energy = -681.3274 a.u.